w) Molecular formula: C6H12N2O
Method: DFT, ωB97M-V/def2-TZVPD

Structure (XYZ):
```
21
Properties=species:S:1:pos:R:3:mulliken_charge:R:1
C 0.856 -1.159 -1.952 -0.9608
C -0.193 -0.110 -1.839 0.3114
C -1.162 0.222 -2.728 -0.4383
N -1.802 1.327 -2.218 -0.1471
C -1.229 1.576 -1.010 -0.3468
N -0.260 0.746 -0.767 -0.3004
H 1.787 -0.694 -2.260 0.2269
H 0.535 -1.933 -2.638 0.3157
H 1.023 -1.654 -0.991 0.2471
H -1.464 -0.164 -3.683 0.4201
H -2.739 1.617 -2.457 0.2551
H -1.651 2.292 -0.323 0.3941
C 1.142 0.534 2.421 -0.8498
C 0.375 -0.593 3.065 -0.1619
O 0.057 -1.612 2.075 -0.5416
H 1.390 1.363 3.088 0.3494
H 0.620 0.813 1.513 0.1827
H 2.122 0.120 2.155 0.2722
H 0.920 -1.125 3.836 0.2689
H -0.566 -0.308 3.515 0.2342
H 0.240 -1.258 1.200 0.2687
```

## Properties
**Net charge**: 0
**2S+1**: 1
**LUMO**: 0.80 eV
**SMILES**: Cc1c[nH]cn1.CCO
**Molecular weight**: 128.175 g mol⁻¹

***

x) Molecular formula: C6H12N2O
Method: DFT, ωB97M-V/def2-TZVPD

Structure (XYZ):
```
21
Properties=species:S:1:pos:R:3:mulliken_charge:R:1
C -0.175 -1.953 -0.205 -1.5028
C -0.405 -0.463 -0.153 1.3204
C -1.136 0.111 -1.412 -1.2345
C 0.911 0.171 0.090 -0.5532
C 1.304 1.451 -0.681 -0.5739
C -0.365 0.033 2.363 0.1573
H 0.791 -2.049 0.176 0.4130
H 0.123 -2.320 -1.167 0.4157
H -0.960 -2.718 0.157 0.2726
H -1.027 1.236 -1.455 0.3798
H -0.532 -0.269 -2.307 0.2592
H -2.226 -0.294 -1.761 0.2718
H 1.720 -0.471 0.564 0.4087
H 2.659 1.719 -0.306 0.2536
H 1.413 1.194 -1.972 0.1822
H 0.374 3.403 -0.710 0.2890
H 0.253 0.773 3.179 0.2569
H -1.685 -1.506 2.320 0.2604
N -0.268 0.452 0.977 -0.1578
N -0.972 -0.946 2.937 -0.6223
O 0.204 2.446 -0.633 -0.4962
```

## Properties
**Net charge**: 0
**2S+1**: 1
**LUMO**: 0.67 eV
**Molecular weight**: 128.175 g mol⁻¹

***

Here are the energies relative to the best structure, in kJ/mol: w) 0.0; x) 542.9.

***

w) Molecular formula: C6H12N2O
Method: DFT, ωB97M-V/def2-TZVPD

Structure (XYZ):
```
21
Properties=species:S:1:pos:R:3:mulliken_charge:R:1
C 0.689 0.379 -1.256 -0.9857
C -0.246 -1.782 0.259 -0.8637
C 1.328 2.178 0.599 -1.5876
C 1.231 -0.418 -0.113 0.6683
C 0.527 0.987 0.143 0.8057
N -1.182 -1.927 -0.823 -0.4621
N -1.903 0.608 0.333 -0.3183
C -0.651 0.569 0.841 -0.3452
O 2.315 -0.882 0.213 -0.7068
H -1.920 -2.596 -0.637 0.1984
H -0.719 -2.196 -1.682 0.2021
H -1.985 0.430 -0.660 0.3041
H -2.628 0.143 0.861 0.2828
H 1.468 0.841 -1.854 0.3476
H -0.191 0.065 -1.810 0.1581
H -0.750 -1.842 1.223 0.4447
H 0.571 -2.504 0.266 0.3744
H -0.590 0.504 1.921 0.4458
H 1.582 2.079 1.658 0.3514
H 2.271 2.249 0.055 0.3298
H 0.784 3.116 0.463 0.3562
```

## Properties
**Net charge**: 0
**2S+1**: 1
**LUMO (alpha / beta)**: 0.52 / 0.52 eV
**Molecular weight**: 128.175 g mol⁻¹

***

x) Molecular formula: C6H12N2O
Method: DFT, ωB97M-V/def2-TZVPD

Structure (XYZ):
```
21
Properties=species:S:1:pos:R:3:mulliken_charge:R:1
C -3.226 0.169 -0.213 -0.6790
C -2.227 -0.507 0.346 -0.5547
C -0.580 0.227 0.389 0.0969
N -0.550 1.563 0.671 -0.4313
C 0.184 -0.797 0.200 0.5437
N 0.107 -2.089 -0.251 -0.5057
C 1.863 -0.201 0.146 -0.1888
C 2.161 0.490 -1.175 -1.0760
O 2.246 0.528 1.277 -0.5560
H -3.036 0.980 -0.906 0.2440
H -4.270 -0.070 -0.043 0.2622
H -2.450 -1.310 1.046 0.3345
H 0.056 2.182 0.157 0.2085
H -1.139 1.862 1.435 0.2024
H -0.826 -2.475 -0.197 0.2550
H 0.847 -2.696 0.074 0.2249
H 2.426 -1.135 0.213 0.3501
H 1.931 -0.185 -1.997 0.3199
H 3.221 0.749 -1.232 0.3270
H 1.564 1.394 -1.292 0.2259
H 1.701 1.322 1.350 0.3966
```

## Properties
**Net charge**: 0
**2S+1**: 1
**LUMO**: 0.95 eV
**SMILES**: C=C/C(N)=C(\N)[C@@H](C)O
**Molecular weight**: 128.175 g mol⁻¹

***

y) Molecular formula: C6H12N2O
Method: DFT, ωB97M-V/def2-TZVPD

Structure (XYZ):
```
21
Properties=species:S:1:pos:R:3:mulliken_charge:R:1
C -0.816 0.516 0.078 -0.5791
C 1.549 0.107 -0.691 -1.8274
C 0.815 0.647 1.682 -1.8928
C 0.801 2.425 -0.222 -1.4183
C -1.892 -2.586 -0.114 -0.6832
C 0.613 0.904 0.151 2.2121
N -1.312 -0.406 -0.611 0.1551
N -1.866 -1.538 -1.100 0.3257
O -2.440 -1.849 -2.232 -0.6571
H 2.570 0.585 -0.714 0.3982
H 1.635 -0.869 -0.278 0.4018
H 1.160 0.239 -1.738 0.4217
H 0.011 1.154 2.202 0.4768
H 0.733 -0.359 1.971 0.4470
H 1.752 1.013 2.069 0.4339
H 0.760 3.093 0.729 0.3210
H 1.647 2.612 -0.831 0.3906
H -0.054 2.763 -0.914 0.3204
H -1.280 -2.218 0.787 0.2022
H -2.922 -2.623 0.220 0.2920
H -1.464 -3.612 -0.443 0.2593
```

## Properties
**Net charge**: 0
**2S+1**: 1
**LUMO (alpha / beta)**: 0.32 / 0.41 eV
**Molecular weight**: 128.175 g mol⁻¹

***

z) Molecular formula: C6H12N2O
Method: DFT, ωB97M-V/def2-TZVPD

Structure (XYZ):
```
21
Properties=species:S:1:pos:R:3:mulliken_charge:R:1
H 1.195 -2.158 1.599 0.1632
N 0.781 -1.324 1.196 -0.6081
C -0.462 -1.454 0.943 0.7703
C -1.310 -2.683 1.175 -1.2357
N -1.115 -0.417 0.337 -0.4440
H -2.108 -2.451 1.876 0.3100
H -1.761 -3.011 0.233 0.3267
H -0.710 -3.501 1.571 0.3554
H -0.642 0.576 0.241 0.3434
H -2.047 -0.563 -0.014 0.1550
C -0.139 2.692 -1.197 -0.8205
C 0.518 1.604 -0.788 0.3067
C 1.724 1.629 0.100 -1.0474
C 0.259 0.241 -1.596 0.0968
O -0.509 0.152 -2.516 -0.5474
H -0.895 2.621 -1.965 0.2964
H 0.046 3.671 -0.779 0.2998
H 1.866 2.612 0.546 0.3878
H 1.613 0.876 0.885 0.2251
H 2.618 1.356 -0.462 0.2608
H 1.078 -0.468 -1.387 0.4056
```

## Properties
**Net charge**: 0
**2S+1**: 1
**LUMO**: 0.72 eV
**SMILES**: [H]/N=C(\C)N.C=C(C)C=O
**Molecular weight**: 128.175 g mol⁻¹

***

Here are the energies relative to the best structure, in kJ/mol: w) 263.7; x) 194.6; y) 481.9; z) 0.0.

***

w) Molecular formula: C6H12N2O
Method: DFT, ωB97M-V/def2-TZVPD

Structure (XYZ):
```
21
Properties=species:S:1:pos:R:3:mulliken_charge:R:1
H 1.890 0.769 1.462 0.2749
N 1.002 0.270 1.517 -0.9189
C 0.695 -0.363 0.396 1.2931
C 0.353 -1.846 0.479 -1.5195
C 1.405 0.018 -0.916 -0.0968
C 2.475 0.896 -0.898 -1.0242
H -0.101 -2.093 1.436 0.3480
H 1.266 -2.427 0.350 0.4267
H -0.309 -2.101 -0.348 0.3590
H 1.526 -0.803 -1.617 0.3520
H 2.523 1.698 -0.174 0.2681
H 3.244 0.883 -1.656 0.2671
C -2.425 -0.176 -0.408 -1.6077
C -1.104 0.553 -0.197 0.8595
N -1.272 1.620 0.687 -0.5183
O -0.404 0.774 -1.311 -0.5075
H -3.189 0.559 -0.664 0.4238
H -2.754 -0.676 0.503 0.3888
H -2.360 -0.898 -1.217 0.3675
H -0.428 1.799 1.228 0.3303
H -2.031 1.544 1.348 0.2340
```

## Properties
**Net charge**: 0
**2S+1**: 1
**LUMO (alpha / beta)**: -0.89 / -0.89 eV
**SMILES**: [H]/N=C(/C)C=C.CC(N)=O
**Molecular weight**: 128.175 g mol⁻¹

***

x) Molecular formula: C6H12N2O
Method: DFT, ωB97M-V/def2-TZVPD

Structure (XYZ):
```
21
Properties=species:S:1:pos:R:3:mulliken_charge:R:1
C -1.390 -1.592 0.491 -1.1531
C -0.717 -0.574 -0.081 0.7989
C -1.509 0.564 -0.696 -0.8230
N -1.223 1.734 0.114 -0.1408
C -0.245 1.959 1.076 0.0986
O 0.075 3.104 1.381 -0.5904
N 0.726 -0.471 -0.103 0.2924
C 1.546 -1.473 0.589 -1.1350
C 1.437 0.168 -1.218 -1.1452
H -2.475 -1.612 0.504 0.2523
H -0.900 -2.430 0.969 0.3053
H -1.228 0.770 -1.732 0.2253
H -2.590 0.396 -0.648 0.3839
H -1.760 2.560 -0.118 0.2263
H 0.063 1.103 1.692 0.3384
H 1.208 -1.601 1.622 0.3348
H 1.486 -2.438 0.074 0.3559
H 2.599 -1.177 0.620 0.3181
H 0.953 1.094 -1.536 0.3425
H 2.459 0.431 -0.927 0.3642
H 1.484 -0.516 -2.071 0.3508
```

## Properties
**Net charge**: 0
**2S+1**: 1
**LUMO**: 0.83 eV
**SMILES**: C=C(CNC=O)N(C)C
**Molecular weight**: 128.175 g mol⁻¹

***

Here are the energies relative to the best structure, in kJ/mol: w) 325.1; x) 0.0.

***

w) Molecular formula: C2H5NO4
Method: DFT, ωB97M-V/def2-TZVPD

Structure (XYZ):
```
12
Properties=species:S:1:pos:R:3:mulliken_charge:R:1
O -1.742 -0.703 1.108 -0.5643
C -0.847 -0.292 0.413 0.2682
N 0.475 -0.549 0.508 -0.1117
C 1.268 -0.889 1.635 0.5657
O 2.441 -1.038 1.464 -0.5181
O 0.584 -1.202 2.716 -0.4482
H -1.123 0.276 -0.496 0.2313
H 1.007 -0.193 -0.270 0.1997
H -0.373 -1.180 2.566 0.3759
O -0.909 1.746 -3.224 -0.6007
H -0.185 1.594 -2.632 0.2880
H -0.597 2.430 -3.789 0.3142
```

## Properties
**Net charge**: 0
**2S+1**: 1
**LUMO**: 0.12 eV
**SMILES**: O=CNC(=O)O.O
**Molecular weight**: 107.065 g mol⁻¹

***

x) Molecular formula: C2H5NO4
Method: DFT, ωB97M-V/def2-TZVPD

Structure (XYZ):
```
12
Properties=species:S:1:pos:R:3:mulliken_charge:R:1
O -1.577 2.524 0.142 -0.5330
C -1.146 1.481 -0.192 0.1084
N -0.862 0.376 0.615 -0.1457
C -1.578 0.193 1.833 0.5008
O -1.358 -0.659 2.611 -0.4704
O -2.540 1.191 2.074 -0.4723
H -0.844 1.148 -1.114 0.3960
H -0.358 -0.504 0.456 0.2431
H -2.539 1.847 1.432 0.3732
O 3.908 -2.523 -2.308 -0.6442
H 4.930 -2.270 -2.326 0.3309
H 3.964 -2.803 -3.224 0.3132
```

## Properties
**Net charge**: 0
**2S+1**: 1
**LUMO**: 0.48 eV
**SMILES**: O=CNC(=O)O.O
**Molecular weight**: 107.065 g mol⁻¹

***

y) Molecular formula: C2H5NO4
Method: DFT, ωB97M-V/def2-TZVPD

Structure (XYZ):
```
12
Properties=species:S:1:pos:R:3:mulliken_charge:R:1
O -0.725 1.798 1.159 -0.4153
C 0.379 1.549 0.791 -0.0245
N 0.833 0.555 -0.141 -0.1331
C 0.146 0.314 -1.333 0.4921
O 0.697 0.338 -2.388 -0.5060
O -1.178 0.080 -1.255 -0.3892
H 1.254 2.120 1.107 0.3761
H 1.301 -0.147 0.394 0.2705
H -1.442 0.192 -2.172 0.3376
O -0.308 -1.926 1.429 -0.6088
H 0.180 -2.515 0.857 0.3086
H -1.136 -2.358 1.551 0.2920
```

## Properties
**Net charge**: 0
**2S+1**: 1
**LUMO**: 0.42 eV
**SMILES**: O=CNC(=O)O.O
**Molecular weight**: 107.065 g mol⁻¹

***

Here are the energies relative to the best structure, in kJ/mol: w) 0.0; x) 86.6; y) 94.9.